DFT (ωB97M-V/def2-TZVPD) results for one molecule with the formula ClH3NPS in a non-equilibrium geometry.

```
7
ClH3NPS (ωB97M-V/def2-TZVPD)
N 0.0347 -0.6573 -0.5923
P 0.3860 0.7207 -1.7229
S 0.9169 -0.8781 1.1061
Cl -1.1557 1.3545 -3.1537
H 0.0158 -1.5706 -0.9962
H 0.2707 1.6154 -0.6186
H 0.5291 0.2218 1.6584
```

The value obtained for the total energy is -34183.84141 eV. Its largest force on an atom is 3.49 eV/Å. The HOMO energy is -0.319 Eh. As for the net charge: 0. Its gap between HOMO and LUMO is 7.845 eV.

DFT (ωB97M-V/def2-TZVPD) results for one molecule with the formula C19H10BrF6NO2.

```
39
C19H10BrF6NO2 (ωB97M-V/def2-TZVPD)
O -3.1522 1.7425 0.7580
C -2.0894 1.3639 0.3336
C -0.9483 0.9172 1.2154
C -0.7581 1.5919 2.5674
F 0.4515 2.1942 2.6134
F -1.6820 2.5525 2.7565
C -0.8558 0.6172 3.8041
F -1.4967 -0.5151 3.4643
F 0.3509 0.2928 4.2580
F -1.5450 1.1854 4.7926
C -0.1717 -0.0796 0.7779
C 0.9815 -0.6717 1.5035
C 0.9272 -1.9814 1.9686
C 2.0347 -2.4858 2.6315
C 3.1452 -1.6738 2.7883
C 3.1059 -0.3858 2.2709
N 2.0507 0.1149 1.6369
C -0.4499 -0.6780 -0.5786
O -0.2105 -1.8419 -0.8045
C -0.9970 0.2474 -1.5985
C -0.7699 0.0856 -2.9642
C 0.1176 -0.9847 -3.5402
C 1.5331 -1.0351 -2.9692
F 2.4340 -1.2435 -4.0150
C -1.3839 0.9813 -3.8287
C -2.2371 1.9606 -3.3507
Br -3.0789 3.1325 -4.5664
C -2.4925 2.1050 -2.0012
C -1.8364 1.2530 -1.1318
H 0.0390 -2.5757 1.8223
H 2.0230 -3.4944 3.0187
H 4.0322 -2.0216 3.2969
H 3.9634 0.2657 2.3748
H -0.3654 -1.9527 -3.4203
H 0.2298 -0.7892 -4.6049
H 1.6637 -1.8582 -2.2729
H 1.8092 -0.0913 -2.4982
H -1.2044 0.9017 -4.8907
H -3.1673 2.8543 -1.6174
```

The value obtained for the total energy is -111797.64804 eV. Its largest force on an atom is 0.30 eV/Å. The HOMO energy is -0.358 Eh. As for the net charge: 0. Its gap between HOMO and LUMO is 8.223 eV.

DFT (ωB97M-V/def2-TZVPD) results for C8H9BrNO3S as an isolated structure in a non-equilibrium geometry.

```
23
C8H9BrNO3S (ωB97M-V/def2-TZVPD)
C 1.4307 -0.1565 -0.1352
C 1.3257 2.6887 0.2131
C 2.3810 -0.9186 0.7717
C -0.7931 -0.1757 -0.7781
C -2.1076 -0.3722 -0.4944
C 3.8063 -0.8439 0.4419
C -2.5690 -1.1086 0.7475
C -3.0616 0.2988 -1.3586
N 0.1752 -0.7245 -0.0696
O 1.7285 2.3339 1.2238
O 1.7991 0.9110 -0.7345
O 0.8361 3.3127 -0.6624
S 4.8092 -2.0676 -0.0541
Br 4.6930 0.8552 0.5750
H 2.0789 -0.4591 1.7969
H 1.9276 -1.9155 0.8970
H -0.4573 0.4598 -1.6171
H -3.4873 -1.7059 0.7655
H -2.9702 -0.3554 1.4877
H -1.7184 -1.4572 1.4001
H -3.3454 -0.3054 -2.1455
H -2.5302 1.2031 -1.6001
H -3.9513 0.5031 -0.6708
```

The value obtained for the total energy is -96952.44482 eV. Its largest force on an atom is 5.17 eV/Å. The HOMO energy is -0.125 Eh. As for the net charge: -1. Its gap between HOMO and LUMO is 5.789 eV.

DFT (ωB97M-V/def2-TZVPD) results for one molecule with the formula C5H8O2 in a non-equilibrium geometry.

```
15
C5H8O2 (ωB97M-V/def2-TZVPD)
C 0.6551 -1.4003 -0.3382
C -0.4850 0.6056 0.4694
C 0.8065 -0.1191 -0.0269
C -1.9707 0.2528 -0.0221
C 2.0715 0.6151 -0.2966
O -2.5469 -0.6238 0.7960
O -2.5301 0.8182 -0.9159
H 1.4489 -2.0062 -0.7423
H -0.2873 -1.9012 -0.1886
H -0.3653 1.6713 0.2702
H -0.5118 0.4630 1.5550
H 1.8813 1.5486 -0.8222
H 2.6116 0.8302 0.6237
H 2.7029 -0.0173 -0.9235
H -3.4809 -0.7367 0.5619
```

The value obtained for the total energy is -9409.21258 eV. Its largest force on an atom is 2.52 eV/Å. The HOMO energy is -0.348 Eh. As for the net charge: 0. Its gap between HOMO and LUMO is 10.207 eV.

DFT (ωB97M-V/def2-TZVPD) results for C25H47N5RhSbSi3 as an isolated structure in a non-equilibrium geometry.

```
82
C25H47N5RhSbSi3 (ωB97M-V/def2-TZVPD)
Rh -0.0898 -0.9365 -0.7716
C -0.3995 0.7384 3.1436
Sb 0.7721 0.4246 1.2020
C -0.4952 -1.4926 1.0870
C -1.9355 -1.4010 1.4964
C -2.7626 -0.3051 1.1674
C -4.1380 -0.3557 1.4726
C -4.6454 -1.5466 2.0510
C -3.7690 -2.6129 2.2450
N -2.4659 -2.4934 2.1134
Si 0.1584 -3.2426 1.5436
C 1.8785 -3.4597 0.7369
C 0.2506 -3.6127 3.4106
C -0.6637 -4.6971 0.7198
C 1.2267 2.3759 -0.1924
C 0.3791 2.1535 -1.3644
C 0.4498 2.9548 -2.5323
C -0.4351 2.7454 -3.5966
C -1.4685 1.9166 -3.4643
C -1.5086 1.1171 -2.3223
N -0.5778 1.1931 -1.3830
Si 3.0920 2.2965 -0.3303
C 3.8864 3.7123 0.5364
C 3.6698 2.4992 -2.1224
C 4.0693 0.8898 0.5056
Si 0.5538 3.7342 0.8868
C 0.6442 5.4191 0.1058
C -1.2972 3.5806 0.9223
C 1.3016 3.7087 2.6737
H -1.2620 1.4138 2.9950
H 0.3102 1.1529 3.8694
H -0.7499 -0.2848 3.5038
H -2.3465 0.5937 0.7883
H -4.7274 0.4873 1.2281
H -5.6461 -1.5994 2.4990
H -4.1984 -3.5356 2.6898
H 2.5420 -2.5935 0.9778
H 1.9152 -3.5841 -0.3919
H 2.3475 -4.3495 1.2054
H 1.0483 -2.9214 3.8135
H 0.7581 -4.5551 3.5402
H -0.7472 -3.6292 3.8874
H -0.3496 -4.5801 -0.3584
H -1.6990 -4.5914 0.8197
H -0.2976 -5.6331 1.0517
H 1.2362 3.6808 -2.7450
H -0.2008 3.2156 -4.5490
H -2.0811 1.6602 -4.3426
H -2.3256 0.3815 -2.2245
H 3.8089 4.6513 -0.0376
H 4.9426 3.4710 0.4180
H 3.6916 3.8954 1.6066
H 3.3839 3.4148 -2.6343
H 3.3359 1.6055 -2.6582
H 4.7628 2.3617 -2.2000
H 4.0727 0.8872 1.6243
H 5.1170 1.0120 0.1770
H 3.7214 -0.0940 0.1704
H -0.0688 6.0241 0.6076
H 0.3910 5.2694 -0.9392
H 1.6896 5.7746 0.1972
H -1.7156 3.9913 -0.0069
H -1.6984 4.1275 1.7497
H -1.6437 2.5454 1.0992
H 1.7167 4.7152 2.9284
H 2.0416 2.8907 2.7713
H 0.4405 3.5518 3.3700
N 2.3923 -1.0320 -2.6053
N 0.9194 -1.0356 -2.6046
H 2.6238 -1.7390 -3.3042
H 2.7411 -1.2800 -1.6862
H 0.5116 -1.8211 -3.1102
H 0.6907 -0.1744 -3.0963
C -3.1864 -5.2570 -1.8585
C -3.2353 -3.9766 -2.6955
C -2.3429 -2.9627 -2.3093
N -1.4603 -2.2963 -1.9415
H -3.7975 -6.0344 -2.2546
H -3.4293 -5.0324 -0.8005
H -2.1721 -5.6559 -1.8254
H -4.2822 -3.6316 -2.5939
H -3.1701 -4.1982 -3.7558
```

The value obtained for the total energy is -67298.98149 eV. Its largest force on an atom is 3.56 eV/Å. The HOMO energy (alpha / beta) is -0.484 / -0.528 Eh. As for the expectation value of S²: 6.04. As for the net charge: +2. As for the multiplicity: 5. Its gap between HOMO and LUMO (alpha / beta) is 7.038 / 6.214 eV.

Q: Which formula does entry 2 have?
A: C19H10BrF6NO2

Q: net charge of number 5 (C25H47N5RhSbSi3)?
A: +2

Q: The highest net charge belongs to which entry?
A: C25H47N5RhSbSi3